ORCA calculation (ωB97M-V/def2-TZVPD) on a 6-piece molecular cluster, H12O6 overall in a non-equilibrium geometry.

Calculated values
E_HOMO = -10.58 eV
SMILES = O.O.O.O.O.O
gap between HOMO and LUMO = 10.509 eV
2S+1 = 1
E = -12479.01484 eV
energy relative to the best compared isomer or geometry (same formula, charge and spin) = 48.4 kcal per mole
E_LUMO = -0.07 eV

Each line ends with the natural charge from an NBO analysis.
Atoms and positions in Å:
O: 32.3160 18.0130 38.0020  -0.997
H: 33.1690 18.0470 38.3820  0.502
H: 31.9820 17.1390 37.9080  0.508
O: 33.9020 18.0060 40.1790  -0.936
H: 33.9890 17.2210 40.7430  0.475
H: 34.7830 18.3150 40.3640  0.471
O: 33.4980 20.4450 37.0940  -0.968
H: 33.0040 19.6490 37.1540  0.490
H: 33.8210 20.7780 37.9530  0.470
O: 31.3130 15.4400 38.0920  -1.011
H: 30.3140 15.4720 38.5570  0.519
H: 31.5270 14.6160 37.5130  0.509
O: 29.4890 19.4190 36.4380  -0.945
H: 30.1530 19.1190 35.9000  0.456
H: 29.8330 19.2940 37.3550  0.488
O: 30.0870 18.6290 39.5540  -0.991
H: 30.9900 18.2580 39.2220  0.496
H: 29.8630 18.1250 40.3530  0.465

---

ORCA calculation (ωB97M-V/def2-TZVPD) on a single C4H6O2 molecule.

Calculated values
E_HOMO = -9.12 eV
gap between HOMO and LUMO = 9.480 eV
2S+1 = 1
E = -8336.76917 eV
energy relative to the best compared isomer or geometry (same formula, charge and spin) = 85.1 kcal per mole
E_LUMO = 0.36 eV

Each line ends with the natural charge from an NBO analysis.
Atoms and positions in Å:
O: -0.5634 0.2834 2.2418  -0.523
C: -0.3444 0.0771 1.0708  0.577
C: -0.3808 -1.2806 0.4159  -0.737
C: 1.1080 0.1636 -1.5668  0.076
O: 0.0569 0.8508 -1.2051  -0.478
C: 0.0535 1.2531 0.1748  -0.187
H: -1.1545 -1.3053 -0.3612  0.240
H: -0.5592 -2.0580 1.1569  0.243
H: 0.5813 -1.4451 -0.0849  0.251
H: 0.8126 -0.1976 -2.5805  0.084
H: -0.6646 2.0699 0.2767  0.223
H: 1.0545 1.5886 0.4615  0.231

---

ORCA calculation (ωB97M-V/def2-TZVPD) on C34H39F5N8O6S2Ta as an isolated structure.

Calculated values
E_HOMO = -16.42 eV
gap between HOMO and LUMO = 7.129 eV
2S+1 = 1
charge = +3
E = -96883.85916 eV
energy relative to the best compared isomer or geometry (same formula, charge and spin) = 9.1 kcal per mole
E_LUMO = -9.29 eV

Each line ends with the Löwdin charge.
Atoms and positions in Å:
Ta: -0.2406 0.9214 0.0021  1.657
C: 2.1470 1.2013 2.2391  -0.052
N: 1.1136 0.1949 1.8543  -0.090
C: 1.7085 -1.1236 1.5065  -0.086
C: 2.0896 -1.0569 0.0702  -0.293
N: 1.5831 -0.1181 -0.7276  -0.005
C: 2.2567 -0.2607 -1.9626  -0.211
C: 2.2524 0.5168 -3.1206  -0.054
C: 3.0654 0.1037 -4.1586  -0.047
C: 3.8701 -1.0420 -4.0622  -0.030
C: 3.9139 -1.7940 -2.9073  0.030
C: 3.1014 -1.3656 -1.8655  -0.152
N: 2.9648 -1.8301 -0.5575  0.236
C: 2.0633 2.4039 1.3590  -0.300
N: 1.2246 2.4921 0.3381  -0.007
C: 1.4135 3.7687 -0.2275  -0.191
C: 0.8080 4.4001 -1.3105  -0.006
C: 1.2399 5.6757 -1.6141  -0.034
C: 2.2452 6.3139 -0.8719  -0.030
C: 2.8522 5.6960 0.2021  0.025
C: 2.4087 4.4147 0.5027  -0.157
N: 2.7883 3.5126 1.4975  0.216
H: 2.0141 1.4902 3.2823  0.151
H: 3.1406 0.7593 2.1557  0.147
H: 0.5113 0.0444 2.6591  0.126
H: 2.5696 -1.3490 2.1359  0.152
H: 0.9843 -1.9156 1.6816  0.085
H: 1.6617 1.4152 -3.2099  0.082
H: 3.0951 0.6882 -5.0690  0.128
H: 4.4871 -1.3255 -4.9051  0.128
H: 4.5558 -2.6603 -2.8162  0.132
H: 3.4365 -2.6271 -0.1531  0.196
H: 0.0346 3.9217 -1.8940  0.076
H: 0.7959 6.2009 -2.4495  0.124
H: 2.5511 7.3133 -1.1507  0.128
H: 3.6314 6.1842 0.7730  0.132
H: 3.4961 3.6726 2.2002  0.195
C: -0.4637 -2.4237 -4.7173  -0.092
O: 0.1673 -1.5888 -3.7261  -0.184
H: 0.2796 -2.9458 -5.3197  0.093
H: -1.1141 -1.8372 -5.3668  0.087
H: -1.0581 -3.1621 -4.1885  0.069
H: 0.8145 -1.0315 -4.1695  0.043
F: -5.2378 4.8418 -3.7352  0.201
C: -4.2738 4.0338 -3.3769  -0.110
C: -3.1302 3.9265 -4.1606  -0.124
F: -3.0126 4.6356 -5.2641  0.180
C: -2.1124 3.0792 -3.7665  -0.238
F: -1.0157 2.9886 -4.5115  0.111
C: -2.2082 2.3358 -2.5907  -0.438
S: -0.8771 1.2427 -2.2199  0.812
C: -3.3679 2.4505 -1.8331  -0.217
F: -3.4960 1.7262 -0.7143  0.074
C: -4.3944 3.2908 -2.2090  -0.129
F: -5.4765 3.3918 -1.4589  0.168
C: 2.3141 -5.3936 3.9697  -0.094
C: 0.8768 -5.7655 3.6280  -0.281
S: 0.0911 -4.4518 2.7320  0.680
O: -0.0408 -3.2717 3.5715  -0.322
O: 0.7586 -4.2379 1.4589  -0.320
C: -1.5508 -5.0639 2.3772  -0.189
C: -2.5089 -3.9605 1.9294  -0.081
N: -1.9042 -2.9770 1.0064  0.077
C: -1.7050 -1.6877 1.2983  -0.280
N: -1.0653 -1.0785 0.2734  -0.049
C: -0.8580 -2.0428 -0.7106  -0.012
C: -1.3633 -3.1969 -0.2466  -0.113
N: -1.3517 -4.4767 -0.9230  -0.296
O: -1.9639 -5.3841 -0.3934  0.114
O: -0.6718 -4.5371 -1.9194  0.151
C: -2.1680 -1.0370 2.5494  0.031
H: 2.7376 -6.1800 4.5912  0.097
H: 2.3550 -4.4616 4.5336  0.081
H: 2.9220 -5.3094 3.0703  0.081
H: 0.2711 -5.9340 4.5217  0.120
H: 0.8213 -6.6454 2.9821  0.122
H: -1.9499 -5.5120 3.2900  0.131
H: -1.4397 -5.8395 1.6204  0.102
H: -2.8654 -3.3977 2.7847  0.126
H: -3.3569 -4.4193 1.4343  0.147
H: -0.4034 -1.8507 -1.6778  0.101
H: -3.2470 -1.1560 2.6650  0.121
H: -1.9671 0.0245 2.5088  0.044
H: -1.6789 -1.4846 3.4157  0.094
C: -0.9996 3.2476 3.0567  -0.019
C: -1.9579 2.8684 1.9494  -0.392
C: -3.3056 2.3836 2.4419  -0.027
O: -1.3224 1.8194 1.1210  -0.360
H: -1.4303 4.0697 3.6304  0.113
H: -0.0444 3.5953 2.6588  0.072
H: -0.8450 2.4151 3.7484  0.092
H: -2.0780 3.6896 1.2468  0.152
H: -3.2087 1.7610 3.3322  0.088
H: -3.8405 1.8389 1.6641  0.081
H: -3.9132 3.2482 2.7116  0.111